{"formula": "C27H30N2O2S", "method": "ωB97M-V/def2-TZVPD", "smiles": "CN(Cc1ccccc1)C[C@@H](O)COc1ccc(CNCc2cc3ccccc3s2)cc1", "charge": 0, "e_tot_ev": -46396.2518, "lumo_ev": 0.66, "largest_force_ev_per_a": 0.61, "de_lowest_kj_mol": 76.17, "elements": ["C", "N", "C", "C", "C", "C", "C", "C", "C", "C", "C", "O", "C", "O", "C", "C", "C", "C", "C", "N", "C", "C", "C", "C", "C", "C", "C", "C", "C", "S", "C", "C", "H", "H", "H", "H", "H", "H", "H", "H", "H", "H", "H", "H", "H", "H", "H", "H", "H", "H", "H", "H", "H", "H", "H", "H", "H", "H", "H", "H", "H", "H"], "xyz": [[-4.9039, -1.7849, -0.2914], [-3.4827, -1.5895, -0.0727], [-3.2585, -0.6042, 0.9719], [-3.6217, 0.7841, 0.5115], [-3.5739, 1.1172, -0.8367], [-3.8977, 2.3952, -1.2562], [-4.2604, 3.3609, -0.3320], [-4.3019, 3.0390, 1.0139], [-3.9889, 1.7569, 1.4318], [-2.8328, -2.8597, 0.1844], [-1.3005, -2.8174, 0.0940], [-0.8673, -4.1384, -0.1416], [-0.8264, -1.8949, -1.0458], [0.4973, -2.1996, -1.4327], [1.5570, -1.8269, -0.6508], [2.8012, -2.2711, -1.1000], [3.9486, -1.9469, -0.4117], [3.8950, -1.1796, 0.7487], [5.1803, -0.7698, 1.4290], [6.0344, 0.0976, 0.6250], [5.6519, 1.4982, 0.5834], [4.2583, 1.7531, 0.0970], [3.2131, 2.2372, 0.8044], [1.9803, 2.2097, 0.0900], [0.7033, 2.5738, 0.5176], [-0.3685, 2.4060, -0.3302], [-0.1913, 1.8803, -1.6097], [1.0620, 1.5192, -2.0613], [2.1391, 1.6850, -1.2061], [3.7989, 1.2746, -1.5230], [2.6525, -0.7681, 1.2031], [1.4905, -1.0736, 0.5125], [-5.3734, -0.8207, -0.4753], [-5.4001, -2.2574, 0.5704], [-5.0486, -2.4172, -1.1658], [-3.8213, -0.8487, 1.8916], [-2.1959, -0.6113, 1.2324], [-3.2882, 0.3575, -1.5476], [-3.8642, 2.6417, -2.3077], [-4.5098, 4.3594, -0.6589], [-4.5838, 3.7869, 1.7406], [-4.0299, 1.5092, 2.4834], [-3.1138, -3.2849, 1.1633], [-3.1641, -3.5618, -0.5849], [-0.8653, -2.4764, 1.0475], [-0.0557, -4.0898, -0.6665], [-1.4254, -2.0963, -1.9372], [-0.9357, -0.8405, -0.7775], [2.8407, -2.8618, -2.0019], [4.9041, -2.2933, -0.7802], [5.7720, -1.6648, 1.6534], [4.9677, -0.2555, 2.3689], [6.0913, -0.2702, -0.3201], [6.3770, 2.0085, -0.0584], [5.7455, 1.9013, 1.5972], [3.2969, 2.5893, 1.8179], [0.5669, 2.9764, 1.5106], [-1.3607, 2.6788, -0.0042], [-1.0489, 1.7553, -2.2526], [1.2054, 1.1077, -3.0485], [2.5808, -0.1851, 2.1098], [0.5493, -0.6999, 0.8843]], "atomic_forces_ev_per_a": [[0.005, 0.023, -0.078], [0.027, -0.022, 0.149], [0.093, -0.096, -0.071], [-0.021, 0.070, 0.028], [-0.009, 0.006, 0.054], [0.008, 0.043, -0.046], [-0.008, 0.107, -0.041], [0.005, 0.090, 0.070], [0.042, -0.070, -0.032], [0.323, -0.094, -0.001], [0.050, 0.454, -0.035], [0.066, -0.292, -0.142], [-0.515, -0.116, 0.301], [0.312, -0.058, -0.100], [0.313, -0.057, 0.055], [-0.178, -0.030, -0.039], [-0.158, -0.024, 0.189], [-0.084, -0.045, 0.199], [0.069, -0.186, -0.102], [0.297, -0.062, -0.147], [0.095, 0.025, -0.063], [-0.274, 0.217, -0.131], [0.464, 0.060, -0.158], [-0.189, -0.040, -0.404], [0.058, -0.028, 0.013], [-0.120, 0.031, 0.148], [0.044, -0.060, -0.146], [-0.114, 0.017, -0.069], [0.259, 0.086, 0.173], [-0.092, 0.219, 0.350], [0.199, -0.239, -0.066], [-0.349, -0.122, -0.147], [-0.106, -0.028, -0.025], [-0.003, -0.002, 0.032], [-0.073, -0.029, -0.024], [0.077, 0.004, -0.036], [-0.004, -0.035, 0.059], [0.013, -0.087, -0.094], [0.005, 0.017, -0.093], [-0.026, 0.078, -0.025], [-0.027, 0.058, 0.054], [-0.023, -0.042, 0.109], [-0.066, -0.018, -0.051], [0.037, 0.005, 0.049], [-0.101, 0.000, -0.150], [-0.061, 0.004, 0.131], [0.012, 0.082, 0.079], [0.022, 0.000, -0.051], [-0.005, -0.080, -0.117], [0.116, -0.058, -0.075], [-0.120, 0.084, 0.124], [0.011, -0.071, 0.032], [0.079, 0.026, 0.103], [-0.037, 0.050, 0.136], [0.003, 0.077, -0.122], [0.080, 0.016, 0.237], [-0.049, 0.058, 0.108], [-0.120, 0.038, 0.037], [-0.092, -0.015, -0.082], [-0.032, -0.051, -0.125], [0.006, 0.083, 0.061], [-0.132, 0.028, 0.009]]}